Here is a molecular structure, C47H88F14N13O32S14 in a non-equilibrium geometry from the Open Molecules 2025 dataset. Energies are from ωB97M-V/def2-TZVPD.

Computed properties:
Charge   -1
Gap between HOMO and LUMO   6.54 eV
Calculated total energy   -11935.53063 Eh
Max |F|   10.044 eV/A
Multiplicity   1
HOMO level   -8.0 eV
LUMO   -0.0532 hartree

Positions of all 208 atoms, in Å:
1 S -3.222114 5.377995 -0.868064
2 S 3.268622 3.866812 5.528997
3 S 0.276108 -1.592448 -7.940723
4 S -4.897058 -6.503129 -0.043474
5 S 4.329154 -6.234198 2.853047
6 S -4.125398 1.475342 6.758172
7 S -5.951474 5.122989 -1.386959
8 S 1.848076 -5.584198 1.460272
9 S -5.102028 2.039058 4.284722
10 S 2.766132 2.402165 -2.359302
11 S 1.339045 -3.460829 -6.101118
12 S 2.628640 5.146150 -2.842654
13 S 0.845460 3.196290 6.839891
14 S -5.545877 -3.780172 0.138438
15 F 4.076296 2.376847 -1.370043
16 F 1.439562 5.118530 -4.099600
17 F -6.919196 -3.042369 0.303486
18 F 3.537961 -7.611739 3.067647
19 F 0.295514 2.904736 5.387937
20 F -2.792234 6.481327 0.303443
21 F 1.093312 -6.650690 2.309613
22 F -0.003387 -4.246413 -6.422688
23 F -0.003527 -2.727943 -8.926311
24 F -3.704886 -6.267548 1.027081
25 F -5.423465 0.803793 7.521386
26 F -6.033223 3.654738 -1.728053
27 F 2.261384 3.501106 4.214664
28 F -6.661134 2.162900 4.155699
29 O -3.481511 0.313761 6.245958
30 O 5.232396 -6.497814 1.819412
31 O 3.941574 2.698105 5.664611
32 O -5.711612 5.814264 -2.603423
33 O -0.954776 -1.301362 -7.316423
34 O 1.617874 2.374790 -1.493249
35 O -4.837115 0.644712 3.916856
36 O 2.383957 -4.430687 -6.408041
37 O -0.248078 3.782985 7.474582
38 O -0.181598 -0.899156 4.128057
39 O 0.994890 -0.588368 -8.637247
40 O 5.222138 -6.087907 -2.533241
41 O -2.487280 4.264945 -0.304233
42 O -7.130894 5.341159 -0.623163
43 O 3.690923 5.172157 5.095536
44 O 2.148971 -6.062581 0.124820
45 O -4.108160 -6.360246 -1.249063
46 O 3.571862 6.177063 -3.246696
47 O 0.859575 3.497869 -6.390832
48 O -5.138113 -3.227066 -1.136897
49 O 1.279004 -2.962216 -4.733105
50 O 4.860113 -5.766618 4.102666
51 O -3.428953 2.189778 7.810620
52 O -5.378888 -7.757488 0.418767
53 O 1.295510 1.990381 7.310608
54 O 2.996178 1.315636 -3.192126
55 O -4.737121 -3.191399 1.325669
56 O -4.589232 3.051468 3.397579
57 O -3.269202 -1.379243 -2.403955
58 O 1.850091 5.406224 -1.637546
59 O 0.994566 -4.382819 1.551590
60 O -2.962430 5.862053 -2.211528
61 N -1.818470 2.554248 -5.195784
62 N 0.287445 -1.754093 4.866990
63 N -4.854697 2.356245 5.796882
64 N -5.953102 -5.382240 0.350242
65 N -2.496072 -1.420278 -1.545728
66 N -3.500162 5.626797 5.080470
67 N 2.159905 5.058105 1.384036
68 N 5.146752 -4.971719 -2.699663
69 N 3.162774 3.637977 -3.092071
70 N 1.341998 -2.239772 -7.032606
71 N 3.155865 -5.346045 2.338151
72 N -4.702512 5.237648 -0.416214
73 N 2.085914 4.188170 6.608696
74 C -0.115355 5.471771 2.745269
75 C 1.283566 -4.139044 6.183834
76 C -0.235402 3.289208 -7.199488
77 C 3.967337 -4.227522 -1.952272
78 C 0.951221 6.379035 2.844259
79 C 1.128312 4.234241 1.227791
80 C 1.812025 -2.098921 4.709817
81 C -0.076960 4.435576 1.875436
82 C 4.647284 -2.302603 -3.677394
83 C 1.884010 4.302776 -7.038177
84 C 7.542410 -4.869248 -3.269796
85 C -0.621543 0.652155 -4.058333
86 C -4.166929 2.053020 -5.846362
87 C -3.084114 1.770890 -4.816476
88 C 5.761234 -4.966516 -5.081472
89 C -1.407111 -2.510061 -1.476726
90 C -1.717877 -3.661220 -2.469108
91 C 6.092466 -2.745496 -3.702617
92 C -0.215896 -3.913353 6.246306
93 C -1.287364 5.477754 3.578831
94 C -4.004555 0.275973 -0.628038
95 C 4.439718 -4.416254 -0.518510
96 C 1.968498 -3.599778 4.891797
97 C -1.231003 -1.908689 1.014585
98 C 2.054871 6.156484 2.144474
99 C 3.404587 4.635246 0.808890
100 C 3.896789 -2.747151 -2.402144
101 C 2.223886 -1.694086 3.338480
102 C -4.735277 5.482780 5.988989
103 C 2.695266 -4.988014 -2.368622
104 C -2.344154 5.427062 5.716160
105 C -3.612796 5.704994 3.727882
106 C 0.011435 -1.995050 -1.708811
107 C -1.199278 5.441963 4.970336
108 C -2.098078 4.022070 -5.115470
109 C -1.503824 -3.088286 0.042923
110 C -0.640685 -2.457178 5.870556
111 C -1.558893 0.795516 -0.741771
112 C -2.480192 5.597001 2.950499
113 C -0.769974 -1.549583 7.110016
114 C -2.593987 -0.303833 -0.498069
115 C 6.188758 -4.293490 -3.636688
116 C -1.230159 2.238351 -6.582265
117 C -2.383147 -0.925786 0.944797
118 C -2.104798 -2.567894 5.210594
119 C -0.724079 2.173466 -4.237756
120 C 2.469779 -1.228796 5.675401
121 H -5.523908 4.993091 5.485155
122 H -0.810501 -4.537818 5.570324
123 H 2.310337 -1.539958 6.718682
124 H 3.253142 3.674174 0.250779
125 H -0.552229 -4.091183 7.213371
126 H -0.861783 -0.506817 6.942198
127 H -2.678969 -4.171127 -2.367494
128 H 0.198045 2.513606 -4.709608
129 H -0.278205 -1.402908 0.797988
130 H -4.169226 0.758519 -1.637957
131 H -2.612094 -3.143811 5.929994
132 H -4.818235 -0.490857 -0.523490
133 H 3.060005 -3.756474 5.165362
134 H 2.573635 3.675625 -7.614099
135 H -3.263329 -1.482085 1.226819
136 H 5.809990 -6.095011 -5.021851
137 H 0.305480 -1.189063 -0.999746
138 H -1.579226 1.160628 -1.742042
139 H 1.816744 -4.120587 3.958600
140 H -2.533462 5.564933 1.929553
141 H -1.650594 -3.348020 -3.554376
142 H -0.522459 0.458907 -0.499667
143 H -0.648763 -3.805927 -0.019876
144 H -5.066130 1.484466 -5.642804
145 H -2.260885 5.270952 6.763349
146 H -4.337133 3.112828 -5.994763
147 H 2.099484 -0.243816 5.584325
148 H -0.004421 -1.623237 7.876932
149 H 4.748443 -4.683695 -5.406918
150 H 2.797289 -2.632186 -2.560337
151 H 0.780742 -2.814976 -1.633800
152 H 2.242749 -0.605325 3.173647
153 H 4.248053 -2.215420 -1.522733
154 H 2.343572 4.915828 -6.230321
155 H 6.490569 -4.532227 -5.777348
156 H -2.087668 2.248325 -7.243071
157 H -4.599146 5.696778 3.391915
158 H 0.018551 -1.517317 -2.680116
159 H -0.954928 2.655626 -3.277200
160 H 2.874947 6.825810 2.126662
161 H 5.405340 -3.772095 -0.431275
162 H -1.456792 0.309917 -3.474498
163 H 8.359057 -4.299446 -3.797578
164 H -1.878156 1.628510 -0.164699
165 H 4.211906 4.572867 1.512761
166 H 4.574514 -1.272502 -3.672272
167 H -2.541640 4.487750 -5.977720
168 H 4.122579 -2.538976 -4.567093
169 H 3.653177 5.337925 -0.006841
170 H 3.255309 -2.028139 3.097203
171 H -5.153628 6.479437 6.167499
172 H 1.412753 -5.199174 6.098326
173 H 0.289718 0.433028 -3.515822
174 H -3.916857 1.618550 -6.894778
175 H -2.405379 -3.579548 0.271241
176 H 7.758356 -4.869374 -2.182252
177 H -0.731274 1.285928 -6.609854
178 H -2.063665 -3.089122 4.269474
179 H 1.397537 4.987767 -7.824441
180 H 7.697371 -5.915060 -3.579849
181 H 1.771502 -3.702754 7.071508
182 H 3.556148 -1.135046 5.538430
183 H 2.459493 -4.785127 -3.449509
184 H -0.864684 4.196946 -7.367955
185 H 2.845107 -6.017368 -2.087965
186 H -2.801661 4.219297 -4.323366
187 H 4.635903 -5.429047 -0.231845
188 H -1.135756 4.460828 -4.883338
189 H -2.574935 -1.642533 5.010600
190 H 6.478514 -2.332425 -2.682027
191 H 6.623268 -2.438928 -4.611301
192 H 1.808890 -4.749252 -1.820904
193 H -0.925469 -4.372238 -2.326734
194 H -3.473346 2.104569 -3.809612
195 H 0.833249 7.201860 3.511750
196 H -0.736471 0.131074 -4.990106
197 H 0.078099 2.953404 -8.190096
198 H 1.751172 -2.183797 2.484146
199 H -1.400135 -2.202227 2.031464
200 H 1.294986 3.437495 0.506870
201 H -0.823692 3.643385 1.847499
202 H -1.706819 -1.842355 7.557430
203 H -2.722065 0.735544 -4.742924
204 H -4.161349 1.096282 0.058063
205 H -0.207428 5.462434 5.469466
206 H 3.723011 -4.084597 0.198257
207 H -4.435189 5.006624 6.933254
208 H -2.249640 -0.066547 1.568344

Forces on the atoms, in the same order (eV/Å):
-0.2 -0.6 1.0
-8.0 5.9 -1.1
2.5 0.4 0.9
2.5 0.2 0.8
-1.7 0.4 0.6
0.8 -2.8 4.3
0.3 3.1 1.5
1.3 2.4 0.2
0.9 -3.5 -2.1
0.5 -0.8 2.9
1.3 0.1 0.9
-1.2 0.4 -1.1
2.2 2.4 -1.8
2.8 2.0 3.5
-0.9 -0.5 0.4
1.7 0.3 2.0
-0.5 -1.1 0.4
0.7 0.3 0.6
-0.4 -0.2 -0.3
-0.1 0.3 -1.9
-0.3 -0.4 -0.5
0.1 0.3 0.4
-0.8 -0.9 -1.3
-0.3 0.5 0.1
0.9 0.6 -0.2
0.3 -2.6 -0.8
1.2 0.1 0.2
0.0 0.4 0.4
0.5 0.0 -0.4
1.9 -0.8 -1.5
3.8 -4.1 0.7
-0.5 -0.1 -0.8
-1.5 0.4 0.4
0.4 0.4 0.0
-0.4 2.5 0.6
-1.2 1.1 0.5
-1.6 1.9 1.0
1.3 -2.6 2.4
-0.6 0.9 -0.9
0.7 -4.4 0.5
0.5 0.2 -1.1
-0.1 0.2 -0.1
1.6 -1.2 0.5
-1.0 -0.4 1.7
-1.6 0.0 0.4
-1.3 -2.1 0.3
1.0 0.7 -0.2
0.2 -1.4 0.3
-0.3 -1.3 -0.7
-0.9 -0.6 -0.5
-1.1 -0.1 -1.3
-0.7 -0.1 -0.9
1.2 -4.8 1.4
0.0 -2.7 -1.5
-2.5 -2.5 -3.7
-0.3 0.1 0.9
-1.1 -0.8 -1.7
1.0 -0.8 -1.5
1.5 -2.1 -0.2
0.3 -0.3 2.0
0.2 0.0 -0.4
-1.3 1.3 -2.1
-1.1 2.6 -2.2
0.5 2.6 -1.0
2.4 0.7 1.4
-1.9 -1.1 1.1
-0.7 -0.8 0.3
-0.7 5.0 -0.8
-0.3 5.5 -1.3
0.5 -0.6 0.1
-1.7 0.9 0.0
-0.4 -0.2 -0.2
-0.1 0.0 -0.9
0.6 0.0 0.3
-0.3 0.4 -1.3
-1.9 0.0 0.4
-0.1 0.0 -1.0
-2.3 -0.2 1.0
-0.4 -0.4 -0.8
-1.0 -1.0 -1.5
1.3 -1.4 -0.7
-0.3 -1.5 0.8
-1.2 0.9 -0.4
1.5 -0.1 0.2
-0.5 0.9 0.3
0.6 -1.7 -2.3
0.0 0.3 -0.5
0.1 0.2 1.3
-1.2 -2.1 1.4
-0.3 1.2 -1.3
-0.3 -0.7 2.6
0.6 1.5 -2.4
0.5 1.3 1.8
-0.9 -0.1 -1.6
1.9 1.6 -0.3
1.6 0.2 2.3
-0.7 0.0 -0.8
1.1 -0.2 -0.8
0.7 -0.2 -2.7
-0.7 -1.0 -0.1
1.2 0.5 -2.2
1.0 1.6 -0.3
0.8 -0.1 -1.2
1.0 0.4 -1.2
1.2 -0.6 1.7
0.3 1.1 0.4
1.5 0.3 0.0
0.5 0.1 0.9
2.8 1.7 -1.5
-1.6 0.3 -0.4
1.0 -1.4 0.0
-1.7 -0.1 2.0
0.2 -0.4 0.4
-0.8 -0.3 1.4
-0.9 -1.3 -1.9
-0.1 0.9 -0.9
-0.1 0.1 -2.4
2.7 0.3 -0.2
0.2 -0.6 0.5
1.3 0.3 2.5
-0.4 -1.1 -0.6
0.6 -0.3 0.0
0.0 0.1 -0.3
0.2 0.8 1.0
-0.8 -0.2 1.8
-0.2 1.0 -0.8
0.0 0.3 0.5
-0.1 0.4 0.5
-0.2 -0.5 0.7
0.3 -0.6 0.9
-1.0 -0.6 0.7
0.9 0.6 0.1
-1.0 0.3 -0.8
0.1 0.0 0.5
-0.6 0.1 0.1
0.2 1.4 -0.1
-0.1 -0.8 -0.5
0.0 0.1 -0.8
-0.5 -0.3 0.0
-0.4 0.0 -2.1
0.1 0.0 1.2
-0.9 0.6 -0.1
-0.8 0.4 0.6
-0.3 0.4 0.5
-0.5 0.0 0.7
-0.4 0.1 0.3
-0.4 1.3 0.0
0.4 -0.5 -0.2
0.3 0.0 0.2
1.0 0.6 0.1
-1.2 0.7 -0.2
-0.2 -0.3 0.2
-0.1 0.7 -0.1
-0.1 -0.6 -0.9
-0.2 -0.4 0.0
0.1 -0.3 -0.3
-1.3 0.2 -0.8
0.5 -0.3 -0.4
0.4 0.1 -0.3
0.8 0.3 0.2
-1.5 -1.1 0.3
-0.1 -0.3 0.5
-0.9 -0.3 0.6
0.0 0.7 0.9
0.1 -0.1 0.5
0.2 2.4 0.1
0.1 -0.4 -0.7
-0.7 -0.9 -0.9
0.1 -0.1 0.6
-0.2 0.1 1.0
0.5 0.1 0.2
0.5 -0.7 0.6
0.3 -0.1 -0.2
-0.1 0.7 1.7
-1.3 -0.6 0.0
-0.2 0.4 -0.5
-0.2 -0.5 0.4
0.2 -0.5 -0.3
0.6 -0.7 1.3
-0.4 0.4 0.0
-0.1 -0.4 -0.3
-0.3 -0.4 -0.3
0.4 -0.5 0.9
0.8 0.0 0.1
-0.1 -0.6 -0.6
0.0 -0.1 0.6
0.2 -0.6 -0.1
0.0 0.5 0.0
-0.5 1.1 0.3
0.3 -0.5 -2.0
0.1 0.2 0.6
-0.2 0.8 0.6
0.3 -0.4 0.1
1.0 -0.1 -0.9
0.2 0.5 0.2
0.7 -0.4 -0.5
-0.3 -0.5 -0.1
-0.9 0.0 0.4
1.1 -0.8 0.7
-0.1 -0.1 0.3
0.0 0.5 -0.3
-0.3 -0.1 0.3
-0.9 0.4 -0.4
0.1 -0.1 0.6
-0.9 -0.3 -0.4
-0.5 0.7 0.3
-0.2 0.0 -0.6
0.1 0.4 0.7